(1)
This record from OMol25 describes the ion C4H12NS with charge +1 at a distorted geometry. The level of theory is ωB97M-V/def2-TZVPD.

E_HOMO (eV): -12.83
SMILES: C[C@H]([NH3+])CCS
Relative energy (zero: lowest compared OMol25 entry of this formula, charge and spin) (kcal per mole): 37.9
Total charge: +1
HOMO-LUMO gap (eV): 9.308

Last column: Löwdin charge in e.
Positions of all 18 atoms, in Å:
C  -1.123387  1.110804  1.285148  -0.05
C  0.009059  0.557779  0.418758  -0.33
N  0.116183  1.316824  -0.906743  0.24
C  -0.301283  -1.023628  0.125285  -0.18
C  0.709176  -1.697363  -0.808293  -0.60
S  2.464758  -1.344689  -0.626778  0.75
H  -1.429130  2.179607  0.873053  0.13
H  -1.070650  1.179651  2.384669  0.09
H  -1.998006  0.317553  1.268759  0.12
H  0.980378  0.628097  0.831371  0.09
H  -0.811116  1.412096  -1.207914  0.13
H  0.571631  0.970247  -1.765716  0.18
H  0.260411  2.251513  -0.661154  0.14
H  -0.404718  -1.568372  1.064812  0.12
H  -1.355247  -0.996329  -0.351419  0.14
H  0.378135  -1.649392  -1.835347  0.07
H  0.697768  -2.761283  -0.752568  0.05
H  2.306036  -0.883117  0.664075  -0.11

Forces on atoms 1 to 2 (eV/Å):
-2.6 0.5 -0.8
-0.4 -3.3 0.0

(2)
This record from OMol25 describes the molecule C4H7NO2. The level of theory is ωB97M-V/def2-TZVPD.

E_HOMO (eV): -9.91
SMILES: O[C@@H]1CN=COC1
Relative energy (zero: lowest compared OMol25 entry of this formula, charge and spin) (kcal per mole): 34.2
Total charge: 0
HOMO-LUMO gap (eV): 10.738

Last column: Löwdin charge in e.
Positions of all 14 atoms, in Å:
O  -0.942528  -0.562645  1.486589  -0.02
C  -0.977478  -0.050719  0.163414  -0.36
C  -0.253939  -0.938311  -0.848745  -0.17
N  1.149089  -1.068177  -0.457446  0.06
C  1.671979  -0.048459  0.087258  -0.24
O  1.121460  1.146032  0.388060  -0.03
C  -0.274814  1.301410  0.093727  -0.12
H  -0.243249  -1.224032  1.577768  0.09
H  -2.039113  0.070769  -0.070784  0.15
H  -0.287084  -0.488306  -1.851492  0.12
H  -0.719775  -1.925138  -0.939644  0.12
H  2.714337  -0.070845  0.397289  0.13
H  -0.358092  1.738465  -0.910820  0.13
H  -0.683273  2.009147  0.819397  0.13

Forces on atoms 1 to 2 (eV/Å):
0.1 -0.2 0.0
-0.1 0.2 -0.3

> Which of these has the lowest relative energy (zero: lowest compared OMol25 entry of this formula, charge and spin)?

C4H7NO2